(1)
The following is a DFT calculation (ωB97M-V/def2-TZVPD) of a cluster of 13 separate species, C30H90N4O13 in total in a non-equilibrium geometry.

The value obtained for the gap between HOMO and LUMO is 9.30 eV. The calculation puts the max |F| at 2.627 eV/Å.

Structure (ORCA input):
```
! RIJCOSX wB97M-V def2-TZVPD def2/J DEFGRID3
* xyz 0 1
O 2.601 -2.510 -1.191
H 2.435 -1.561 -1.182
H 2.435 -2.802 -0.266
O -0.083 -3.914 -1.704
H 0.874 -3.740 -1.686
H -0.404 -3.604 -0.839
C 1.812 3.588 -5.006
C 2.811 3.145 -3.943
O 2.182 2.824 -2.709
H 1.185 2.735 -5.272
H 2.365 3.885 -5.901
H 1.209 4.439 -4.701
H 3.412 4.032 -3.705
H 3.531 2.392 -4.254
H 2.237 3.515 -2.050
C -0.977 -0.752 -1.473
C 0.053 -0.237 -0.483
O 1.267 0.182 -1.150
H -1.406 0.081 -2.036
H -1.736 -1.315 -0.936
H -0.566 -1.488 -2.167
H 0.315 -1.052 0.190
H -0.257 0.673 0.044
H 0.986 0.881 -1.758
C -2.129 3.997 -3.111
C -0.737 3.729 -2.518
O -0.852 3.239 -1.184
H -2.768 4.626 -2.501
H -2.606 3.012 -3.203
H -1.997 4.295 -4.150
H -0.319 4.737 -2.430
H -0.190 3.096 -3.205
H -0.023 3.340 -0.708
C -2.655 2.650 1.835
C -3.572 2.672 0.614
O -3.050 1.823 -0.401
H -1.628 2.888 1.558
H -2.707 1.670 2.309
H -2.955 3.375 2.596
H -3.715 3.682 0.224
H -4.555 2.307 0.912
H -2.312 2.297 -0.835
C -4.937 0.691 -5.222
C -4.304 0.516 -3.842
O -4.909 1.453 -2.964
H -5.750 -0.012 -5.388
H -4.200 0.413 -5.981
H -5.175 1.742 -5.357
H -3.227 0.721 -3.905
H -4.409 -0.502 -3.459
H -4.478 1.440 -2.100
C -2.458 -5.132 2.510
C -2.087 -4.559 1.149
O -1.201 -3.453 1.261
H -1.743 -5.750 3.059
H -3.397 -5.693 2.461
H -2.660 -4.352 3.255
H -2.987 -4.176 0.655
H -1.675 -5.340 0.512
H -1.702 -2.638 1.445
C -2.541 -2.915 -5.553
C -3.100 -2.608 -4.174
O -2.709 -3.582 -3.215
H -2.913 -2.162 -6.255
H -2.874 -3.911 -5.842
H -1.454 -2.851 -5.603
H -4.188 -2.645 -4.195
H -2.759 -1.623 -3.835
H -1.765 -3.497 -3.019
C -4.652 -1.413 0.314
C -4.471 -0.909 1.753
C -5.124 -1.811 2.801
O -5.171 -0.991 3.980
C -6.064 -1.519 4.950
N -2.983 -0.946 2.002
H -4.062 -2.280 0.033
H -4.439 -0.562 -0.341
H -5.712 -1.560 0.081
H -4.834 0.117 1.810
H -4.462 -2.638 3.065
H -6.123 -2.076 2.445
H -5.986 -0.957 5.876
H -5.761 -2.558 5.124
H -7.094 -1.501 4.586
H -2.734 -0.200 1.344
H -2.817 -0.577 2.938
C 4.577 1.033 -1.103
C 5.055 2.339 -0.462
C 6.213 2.929 -1.243
O 6.772 4.028 -0.488
C 8.184 4.108 -0.453
N 3.909 3.271 -0.461
H 5.360 0.262 -1.131
H 4.158 1.222 -2.085
H 3.921 0.475 -0.427
H 5.382 2.104 0.556
H 5.811 3.510 -2.086
H 6.939 2.165 -1.514
H 8.583 3.725 0.492
H 8.500 5.149 -0.541
H 8.616 3.570 -1.301
H 4.276 4.219 -0.355
H 3.406 3.126 0.410
C 0.801 -0.084 5.389
C 1.151 0.879 4.257
C 2.501 1.552 4.503
O 3.038 2.279 3.422
C 2.115 3.190 2.898
N 1.237 0.019 3.037
H 1.623 -0.704 5.741
H -0.036 -0.730 5.136
H 0.551 0.579 6.228
H 0.443 1.703 4.110
H 3.229 0.803 4.815
H 2.380 2.186 5.392
H 2.560 3.843 2.138
H 1.643 3.847 3.634
H 1.383 2.670 2.255
H 0.249 -0.210 2.883
H 1.412 0.581 2.199
C 2.154 -5.100 1.873
C 2.672 -3.699 2.258
C 4.129 -3.546 1.768
O 4.826 -2.572 2.556
C 4.722 -1.241 2.081
N 1.785 -2.713 1.618
H 2.630 -5.865 2.485
H 2.420 -5.284 0.826
H 1.066 -5.147 1.913
H 2.645 -3.695 3.353
H 4.138 -3.314 0.702
H 4.664 -4.490 1.894
H 4.239 -0.667 2.887
H 4.052 -1.031 1.245
H 5.678 -0.743 1.901
H 0.814 -2.744 1.934
H 1.996 -1.815 2.075
*
```

Results of the Mulliken charge analysis, in e, for atoms 1 through 99: -0.82, 0.22, 0.15, -0.65, 0.38, 0.11, -1.30, -0.33, -0.14, 0.32, 0.45, 0.25, 0.32, 0.37, 0.11, -0.86, 1.58, -0.05, 0.29, 0.03, 0.40, -0.69, -0.25, -0.16, -1.20, 0.21, -0.43, 0.32, 0.10, 0.42, 0.32, 0.07, 0.10, -0.58, -0.60, 0.36, -0.01, -0.04, 0.56, 0.47, 0.35, -0.25, -1.46, 0.55, -0.65, 0.32, 0.32, 0.41, 0.05, 0.14, 0.20, -1.31, -0.27, -0.02, 0.34, 0.39, 0.21, 0.24, 0.45, -0.06, -1.32, 0.66, -0.54, 0.36, 0.30, 0.32, 0.43, -0.49, 0.33, -1.01, 1.13, -0.66, -0.33, -0.77, -0.12, -0.02, 0.01, 0.54, -0.05, 0.09, 0.49, 0.24, 0.30, 0.29, -0.44, 0.22, -0.34, 0.59, -0.85, -0.34, -0.75, -0.32, 0.54, -0.06, -0.57, 0.20, 0.14, 0.57, 0.25

---

(2)
The following is a DFT calculation (ωB97M-V/def2-TZVPD) of a cluster of 15 separate species, C30H90O30 in total in a non-equilibrium geometry.

The value obtained for the gap between HOMO and LUMO is 9.08 eV. The calculation puts the max |F| at 3.354 eV/Å.

Structure (ORCA input):
```
! RIJCOSX wB97M-V def2-TZVPD def2/J DEFGRID3
* xyz 0 1
C -1.746 -1.509 -2.303
C -2.208 -3.004 -2.447
O -2.898 -3.172 -3.665
O -2.721 -0.750 -1.631
H -1.522 -0.895 -3.176
H -0.859 -1.374 -1.684
H -2.642 -3.435 -1.545
H -1.316 -3.618 -2.575
H -3.167 -4.085 -3.792
H -2.480 0.176 -1.704
C 1.153 1.569 -0.641
C -0.094 0.993 0.006
O 0.329 -0.384 0.326
O 1.349 1.019 -1.883
H 2.021 1.257 -0.060
H 1.068 2.653 -0.715
H -1.092 1.024 -0.431
H -0.255 1.583 0.907
H 0.173 -0.591 1.250
H 1.192 0.074 -1.949
C 1.324 2.702 -5.213
C -0.215 3.158 -5.064
O -0.603 3.328 -3.737
O 2.331 3.586 -4.832
H 1.446 2.335 -6.232
H 1.333 1.708 -4.767
H -0.727 2.358 -5.597
H -0.345 4.111 -5.576
H -0.447 2.499 -3.278
H 2.896 3.179 -4.170
C 4.546 0.833 2.504
C 3.133 0.328 2.481
O 2.255 1.100 3.175
O 5.188 0.751 3.778
H 4.592 1.818 2.040
H 5.098 0.173 1.835
H 3.164 -0.668 2.924
H 2.835 0.085 1.461
H 1.927 1.815 2.624
H 5.391 1.639 4.084
C 3.280 -2.389 -0.880
C 2.343 -2.552 -2.054
O 2.162 -1.496 -2.891
O 4.595 -2.335 -1.417
H 3.124 -3.318 -0.331
H 2.979 -1.424 -0.474
H 1.360 -2.604 -1.586
H 2.710 -3.382 -2.658
H 3.020 -1.085 -3.025
H 5.107 -2.176 -0.621
C 1.054 -2.563 -6.434
C 0.206 -2.066 -7.566
O 0.794 -2.485 -8.768
O 1.455 -3.941 -6.427
H 0.674 -2.351 -5.435
H 1.982 -1.993 -6.413
H -0.071 -1.021 -7.709
H -0.706 -2.655 -7.464
H 0.171 -3.047 -9.236
H 2.295 -4.012 -6.885
C 5.357 1.894 -1.591
C 5.105 2.609 -2.880
O 3.665 2.689 -2.782
O 4.918 0.573 -1.605
H 4.753 2.351 -0.808
H 6.386 1.911 -1.234
H 5.336 2.102 -3.817
H 5.755 3.478 -2.786
H 3.400 1.807 -2.511
H 5.649 0.074 -1.233
C 1.766 8.898 -2.842
C 1.666 7.281 -2.703
O 1.396 6.770 -4.051
O 0.601 9.435 -3.331
H 2.540 9.178 -3.557
H 2.167 9.244 -1.889
H 0.904 6.927 -2.010
H 2.615 6.948 -2.283
H 1.924 6.046 -4.395
H 0.487 9.241 -4.264
C -2.431 -2.419 1.404
C -3.223 -3.241 2.439
O -2.653 -3.276 3.730
O -1.229 -3.058 1.051
H -2.145 -1.373 1.509
H -3.042 -2.324 0.506
H -3.324 -4.279 2.123
H -4.186 -2.785 2.672
H -1.760 -3.624 3.670
H -0.579 -2.409 1.333
C -0.916 -6.137 0.478
C -1.556 -7.451 0.931
O -1.418 -7.688 2.294
O 0.473 -6.240 0.505
H -1.024 -5.342 1.216
H -1.237 -5.777 -0.500
H -1.062 -8.288 0.437
H -2.643 -7.507 0.871
H -0.523 -7.957 2.512
H 0.835 -5.399 0.217
C -4.436 1.641 3.161
C -3.468 0.837 2.314
O -2.239 1.476 2.390
O -4.780 2.917 2.659
H -4.304 1.759 4.237
H -5.385 1.107 3.133
H -3.852 0.839 1.293
H -3.419 -0.171 2.725
H -1.911 1.326 3.280
H -3.935 3.371 2.622
C 1.758 5.062 2.475
C 0.443 4.560 3.057
O 0.670 4.435 4.456
O 2.530 3.909 2.243
H 2.277 5.830 3.047
H 1.594 5.520 1.499
H 0.146 3.720 2.429
H -0.287 5.350 3.230
H 0.986 3.533 4.543
H 3.435 4.150 2.458
C -6.681 -0.202 -0.194
C -7.142 -1.367 0.769
O -6.552 -1.137 2.121
O -7.397 0.967 0.233
H -6.776 -0.411 -1.260
H -5.608 -0.035 -0.102
H -6.636 -2.235 0.346
H -8.208 -1.592 0.789
H -7.127 -0.487 2.529
H -7.094 1.097 1.134
C 0.921 -4.254 3.981
C 1.601 -3.001 3.383
O 0.719 -1.952 2.870
O 0.296 -3.829 5.214
H 1.737 -4.960 4.138
H 0.165 -4.641 3.298
H 2.164 -3.198 2.471
H 2.311 -2.677 4.144
H 0.288 -1.494 3.596
H -0.094 -4.595 5.643
C -1.103 -0.591 5.833
C -2.498 0.007 5.989
O -2.369 1.317 6.513
O -0.620 -0.233 4.557
H -1.265 -1.657 5.674
H -0.362 -0.253 6.557
H -2.887 -0.436 6.906
H -3.023 -0.050 5.035
H -3.184 1.821 6.561
H -0.088 0.545 4.737
*
```

Results of the Mulliken charge analysis, in e, for atoms 1 through 99: 0.19, -0.48, -0.58, -0.48, 0.66, -0.32, 0.14, 0.26, 0.33, 0.26, 0.01, 0.46, 0.98, 0.52, -0.46, 0.61, -0.40, -0.48, -0.51, -0.30, -0.06, -0.42, -0.51, -0.53, 0.37, -0.16, 0.27, 0.36, 0.20, 0.55, -0.69, 1.14, -0.42, -0.57, 0.29, 0.20, 0.03, -0.70, 0.15, 0.35, -0.55, -0.54, -0.45, -0.62, 0.60, 0.30, 0.07, 0.53, 0.22, 0.35, -0.10, -0.36, -0.52, -0.54, 0.10, 0.24, 0.27, 0.29, 0.32, 0.31, -0.61, -0.53, -0.40, -0.30, 0.15, 0.64, 0.27, 0.37, 0.04, 0.20, -0.55, -0.10, -0.53, -0.53, 0.29, 0.35, 0.22, 0.25, 0.25, 0.33, 0.62, -0.86, -0.64, 0.50, -0.36, -0.07, 0.38, 0.34, 0.21, -0.58, 0.77, -0.65, -0.55, -0.61, -0.29, 0.05, 0.38, 0.30, 0.31

---

(3)
The following is a DFT calculation (ωB97M-V/def2-TZVPD) of a structure of composition C30H90O30 in a non-equilibrium geometry.

The value obtained for the gap between HOMO and LUMO is 8.39 eV. The calculation puts the max |F| at 4.313 eV/Å.

Structure (ORCA input):
```
! RIJCOSX wB97M-V def2-TZVPD def2/J DEFGRID3
* xyz 0 1
C -0.105 -0.458 -1.137
C 0.304 -1.151 0.157
O -0.525 -2.269 0.489
O 0.510 0.772 -1.341
H -1.189 -0.575 -1.192
H 0.301 -1.017 -1.985
H 0.101 -0.446 0.972
H 1.374 -1.309 0.306
H -0.705 -2.398 1.426
H 0.041 1.414 -0.789
C 1.266 4.905 -1.719
C 0.764 6.164 -1.005
O 1.025 6.097 0.391
O 2.705 4.806 -1.691
H 1.010 4.851 -2.777
H 0.770 4.028 -1.294
H -0.325 6.203 -1.108
H 1.116 7.077 -1.488
H 0.982 6.992 0.735
H 3.011 4.706 -0.785
C -2.730 -0.740 -4.019
C -2.651 -0.450 -5.524
O -3.857 0.113 -6.046
O -3.272 -2.044 -3.814
H -3.230 0.041 -3.446
H -1.713 -0.792 -3.619
H -2.366 -1.357 -6.061
H -1.836 0.255 -5.688
H -4.501 -0.600 -6.086
H -3.654 -2.112 -2.931
C -1.630 3.053 -3.981
C -2.871 2.848 -4.815
O -3.497 4.110 -4.944
O -0.978 1.823 -3.856
H -1.956 3.450 -3.015
H -0.958 3.808 -4.396
H -3.515 2.082 -4.375
H -2.747 2.501 -5.844
H -4.426 3.962 -5.138
H -0.192 1.909 -3.307
C 4.721 -0.153 -0.358
C 3.728 0.964 0.073
O 4.485 2.128 0.421
O 4.034 -1.444 -0.414
H 5.514 -0.292 0.378
H 5.328 0.032 -1.244
H 3.137 0.653 0.937
H 3.002 1.184 -0.712
H 3.955 2.648 1.039
H 3.456 -1.522 -1.188
C 5.006 -3.909 1.957
C 4.007 -2.917 2.672
O 2.851 -2.703 1.917
O 4.310 -5.091 1.673
H 5.852 -4.137 2.610
H 5.317 -3.514 0.989
H 4.553 -2.005 2.931
H 3.642 -3.306 3.625
H 3.147 -2.337 1.072
H 3.585 -5.191 2.295
C 0.197 -5.961 -0.452
C -0.631 -4.974 -1.305
O 0.125 -3.815 -1.659
O 1.415 -6.145 -1.104
H -0.299 -6.919 -0.294
H 0.376 -5.564 0.553
H -1.520 -4.633 -0.768
H -0.936 -5.429 -2.247
H 0.102 -3.260 -0.864
H 1.849 -5.288 -1.170
C 2.774 -0.282 4.767
C 3.371 0.760 5.766
O 2.315 1.475 6.472
O 2.534 0.094 3.408
H 1.770 -0.507 5.135
H 3.330 -1.220 4.786
H 3.953 1.528 5.251
H 4.062 0.311 6.476
H 1.914 2.008 5.775
H 2.267 -0.715 2.956
C 1.112 3.415 2.891
C 2.252 4.276 2.425
O 3.461 3.581 2.534
O 0.976 3.608 4.279
H 1.204 2.390 2.527
H 0.216 3.868 2.452
H 2.296 5.193 3.018
H 2.117 4.632 1.403
H 3.560 3.256 3.433
H 0.221 3.028 4.445
C -1.052 -4.302 -4.946
C 0.093 -3.294 -4.581
O 0.995 -3.901 -3.652
O -1.958 -4.359 -3.857
H -0.719 -5.308 -5.188
H -1.612 -3.839 -5.763
H -0.285 -2.396 -4.086
H 0.598 -2.871 -5.451
H 0.422 -4.064 -2.891
H -2.440 -3.524 -3.745
C -4.864 -1.340 1.004
C -3.968 -1.107 -0.230
O -4.625 -1.163 -1.500
O -6.098 -0.626 0.996
H -4.333 -1.000 1.896
H -4.964 -2.416 1.168
H -3.303 -1.963 -0.350
H -3.401 -0.177 -0.179
H -5.127 -0.341 -1.480
H -6.578 -0.932 1.769
C 3.324 0.387 -3.582
C 2.466 -0.898 -3.870
O 2.524 -1.727 -2.733
O 2.492 1.427 -3.164
H 3.794 0.782 -4.486
H 4.210 0.132 -2.996
H 2.804 -1.413 -4.772
H 1.469 -0.525 -4.116
H 2.013 -2.530 -2.909
H 1.831 1.047 -2.573
C -4.322 0.040 3.851
C -3.584 1.054 2.988
O -2.509 0.574 2.205
O -3.595 -0.279 5.025
H -4.451 -0.906 3.317
H -5.373 0.252 4.058
H -3.109 1.809 3.618
H -4.283 1.587 2.341
H -2.273 -0.256 2.634
H -3.896 -1.100 5.421
C -1.375 4.412 1.479
C -1.959 3.762 0.237
O -1.409 2.432 -0.038
O -1.782 3.784 2.729
H -1.638 5.471 1.448
H -0.290 4.316 1.450
H -1.783 4.300 -0.695
H -3.046 3.665 0.223
H -1.689 1.957 0.758
H -1.440 4.325 3.446
C -0.244 -1.139 4.527
C -1.219 -2.299 4.257
O -1.754 -2.296 2.961
O -0.796 -0.008 5.168
H 0.214 -0.801 3.594
H 0.603 -1.481 5.124
H -1.992 -2.448 5.014
H -0.670 -3.245 4.228
H -2.157 -3.163 2.851
H -1.754 -0.132 5.232
*
```

Results of the Mulliken charge analysis, in e, for atoms 1 through 99: 1.57, 1.82, -0.50, 1.85, -0.37, -1.07, -0.01, -1.52, -0.09, -0.49, 0.61, -0.71, -0.40, -0.61, 0.43, -0.60, 0.26, 0.40, 0.23, 0.36, 1.48, -0.94, -0.56, -0.73, 0.14, -0.90, 0.45, 0.19, 0.34, 0.24, 0.25, -0.70, -0.58, -0.22, -0.05, 0.31, 0.31, 0.29, 0.35, -0.08, -1.25, 2.56, -0.76, -0.61, 0.44, 0.36, -0.85, -0.58, 0.39, 0.35, -0.27, -0.90, 0.04, -0.54, 0.35, 0.13, 0.20, 0.49, 0.07, 0.29, -0.55, -0.20, 1.10, -0.61, 0.46, 0.08, 0.14, 0.33, -0.46, 0.29, -0.35, -0.77, -0.61, 0.13, 0.13, 0.11, 0.19, 0.40, 0.34, -0.12, 0.97, 0.07, -0.69, -0.75, 0.10, -0.76, 0.30, -0.42, 0.38, 0.45, -0.81, 0.61, -0.82, -0.59, 0.32, 0.36, -0.59, 0.45, 0.35